The following is a DFT calculation (ωB97M-V with the def2-TZVPD basis set) of an isolated molecule of C3H3NO.

Computed properties:
Gap between HOMO and LUMO = 0.41319 hartree
Spin multiplicity = 1
SMILES = C#CC(N)=O
Energy above the lowest of the compared OMol25 structures with the same formula, charge and spin = 21.5 kcal per mole
E_tot = -6695.5578 eV

CARTESIAN COORDINATES (ANGSTROEM)
C 2.0534 0.3781 0.1642
C 0.9262 -0.0346 0.0669
C -0.4090 -0.6361 -0.0375
N -1.4277 0.2614 -0.1173
O -0.5667 -1.8403 -0.0466
H 3.0640 0.7133 0.2526
H -1.2711 1.2550 -0.1052
H -2.3690 -0.0968 -0.1770

Atom charges from the Löwdin analysis, given in e for atoms 1 to 2: C 0.14; C -0.03